94
Properties=species:S:1:pos:R:3:forces:R:3 method="wB97M-V/def2-TZVPD" max_force_ha_per_bohr=0.023 multiplicity=2 relative_energy_kcal_mol=15.35 homo_ha="-0.467 / -0.467" total_charge=+2 gap_ev="5.91 / 6.59"
Br 1.01949 3.30459 -6.69830 0.00 0.01 0.02
V -0.11661 0.12450 0.74217 0.44 1.05 -0.21
Si 0.39512 1.31850 3.83112 0.04 -0.09 -0.05
Si 0.27237 -1.75264 3.34400 -0.03 -0.06 0.03
Si -2.23718 0.23858 2.56389 0.00 -0.13 -0.38
O -2.10157 0.33503 0.78030 -0.22 0.22 0.26
O 1.54381 0.72851 0.65756 0.10 -0.60 0.32
N -0.19233 2.35037 -0.04343 0.13 -0.08 0.19
N -0.06067 -1.56594 -0.23432 -0.17 -0.01 -0.08
N 3.15363 6.29571 -1.86708 0.05 0.04 0.49
N -2.25552 -2.32695 -0.12728 -0.21 0.07 0.23
N -0.71217 -3.64327 -1.19025 0.09 -0.16 -0.06
N 3.24893 5.81900 -0.72786 -0.01 -0.14 -0.22
C 2.69797 3.62477 -4.43585 0.10 -0.04 0.10
C 3.75576 3.56284 -0.00055 0.13 -0.17 0.11
C 2.04986 -1.95978 2.78272 0.06 -0.04 -0.03
C 1.23130 5.48448 -4.88782 -0.02 0.04 -0.01
C -1.14094 3.22369 -0.34168 0.07 -0.03 -0.08
C 2.06574 1.93033 0.33722 -0.13 -0.40 -0.15
C 2.83051 4.46455 -0.43786 0.07 0.43 -0.13
C 1.32395 -2.61457 -2.01838 -0.02 0.03 -0.02
C -0.42865 1.26275 5.51332 -0.05 0.06 0.08
C -3.04468 1.82744 3.05595 0.01 0.06 0.09
C -3.37676 -3.25221 -0.29996 0.01 0.04 -0.01
C -1.69909 -4.73374 -1.28096 0.04 0.01 -0.01
C 2.68745 5.52806 -2.97323 -0.08 -0.16 -0.23
C -3.41753 -1.16190 2.84188 -0.08 0.01 0.17
C -0.89056 4.55976 -0.68356 -0.03 -0.01 -0.02
C 1.08997 2.83290 -0.07841 -0.27 0.18 -0.07
C -3.09050 -4.17162 -1.46371 -0.02 0.02 -0.03
C 0.15110 -1.84375 5.20533 0.01 -0.08 0.07
C 1.74960 6.14947 -3.78973 -0.01 0.04 0.04
C 1.70515 4.21858 -5.19638 -0.07 0.01 -0.06
C 1.32913 -1.86466 -0.70840 -0.03 0.03 0.05
C 3.38122 2.25246 0.37823 0.33 0.30 0.09
C 0.19320 3.05341 3.14777 0.09 0.04 0.00
C 0.59178 -3.91103 -1.80761 -0.03 -0.01 -0.01
C 0.39724 5.02347 -0.74801 -0.02 0.02 -0.02
C -3.18030 0.67072 -0.11162 -0.12 -0.30 -0.03
C -0.41180 -0.06243 2.70641 -0.21 -0.01 -0.06
C 3.18669 4.27544 -3.31260 -0.03 -0.06 -0.09
C 1.44879 4.13724 -0.44834 -0.19 -0.06 0.03
C 2.22000 1.02366 4.05031 0.06 0.05 0.05
C -0.99841 -2.52743 -0.52612 0.22 0.13 -0.12
C -0.65697 -3.28341 2.77519 -0.01 -0.05 0.08
H 0.16292 -2.90239 5.47905 0.04 0.01 0.01
H 0.84315 -2.01836 -2.79751 -0.01 -0.02 0.00
H -2.76117 2.65304 2.40413 0.01 0.04 -0.02
H 2.74177 0.83083 3.11284 0.00 0.00 0.00
H -4.27524 -2.66161 -0.47614 -0.01 0.01 0.02
H -0.35259 2.26028 5.95383 -0.01 -0.01 0.01
H 2.43636 0.21350 4.74731 0.02 0.03 -0.04
H -1.41273 -5.35722 -2.12457 0.01 0.01 0.00
H -2.16112 2.88481 -0.32444 -0.01 -0.04 0.03
H -2.85896 0.51046 -1.13742 0.05 0.04 -0.01
H -1.63718 -5.34680 -0.37835 0.00 -0.02 0.01
H -0.65204 3.22748 2.49053 -0.08 0.00 -0.07
H 0.40780 -4.42718 -2.74880 -0.02 0.01 0.00
H -4.35341 -0.96606 2.30934 0.00 -0.02 0.02
H -1.60405 -3.41963 3.29885 0.02 0.00 0.00
H -2.80579 2.12475 4.07721 0.00 0.01 0.00
H 1.43642 7.15894 -3.55426 -0.01 0.00 -0.01
H 2.74487 -1.67864 3.57380 -0.01 -0.02 -0.01
H 4.11900 1.53679 0.71542 0.01 0.01 -0.02
H 0.98743 -1.36837 5.71839 -0.04 0.00 -0.01
H -4.03675 0.03028 0.10040 0.02 -0.07 -0.01
H 0.07181 3.71789 4.00770 0.02 0.01 -0.03
H -0.82249 -3.40821 1.70872 0.02 0.02 -0.03
H 0.07839 0.57118 6.18486 -0.02 0.10 -0.02
H 2.23030 -3.01415 2.55785 0.02 0.02 -0.01
H -0.77512 -1.41958 5.59752 0.02 -0.08 -0.03
H -3.68240 -1.21002 3.90280 0.02 -0.01 -0.01
H 0.60681 6.05395 -1.00623 -0.03 -0.02 0.01
H 2.64170 1.93790 4.47966 0.00 -0.02 0.01
H 1.85510 -0.92420 -0.82234 0.01 -0.02 0.02
H 1.85027 -2.44636 0.05524 -0.02 -0.03 -0.02
H -4.12903 1.70332 3.00321 0.00 0.02 -0.02
H -3.03662 -2.14077 2.56148 -0.02 0.01 -0.03
H 3.97441 3.81688 -2.73432 0.04 0.01 0.01
H -0.01146 -4.10876 3.09410 -0.04 -0.02 -0.01
H -3.52314 -3.82463 0.61938 0.00 -0.02 0.01
H -1.48694 0.99524 5.51313 0.00 -0.01 -0.01
H 1.16302 -4.58363 -1.16320 0.01 -0.02 0.00
H -3.14720 -3.62355 -2.40614 0.00 -0.01 0.00
H -1.73064 5.20520 -0.89591 0.01 0.01 -0.01
H 3.09597 2.66211 -4.72540 0.01 0.00 0.01
H -2.38948 -1.55911 0.51008 0.05 -0.11 -0.14
H -3.49358 1.69721 0.03462 -0.06 0.04 0.09
H 0.48935 5.95718 -5.51586 0.00 0.00 0.00
H 4.79499 3.86180 0.04686 0.00 -0.02 0.00
H 2.34753 -2.81224 -2.33374 0.01 0.01 0.01
H 2.32026 -1.37345 1.90399 0.00 0.00 0.04
H -3.82299 -4.97569 -1.49933 0.00 -0.01 0.01
H 1.10333 3.37040 2.63346 -0.03 -0.02 -0.05

=====

105
Properties=species:S:1:pos:R:3:forces:R:3 method="wB97M-V/def2-TZVPD" max_force_ha_per_bohr=0.033 homo_ha=-0.333 gap_ev=9.70
Si 3.67549 -0.61309 1.09358 0.37 -0.47 0.71
Si 0.83571 -0.91180 1.10883 -0.98 -1.36 0.21
O 2.34333 -1.59441 1.36459 0.00 1.37 -0.49
O 2.68738 6.15299 4.76700 -0.11 -0.02 0.03
O -0.92862 -5.92964 0.18143 0.07 -0.07 0.07
O 4.12129 3.43703 -1.54896 0.12 0.03 -0.03
O -1.46504 -3.72493 -3.57236 0.06 -0.02 -0.14
O -0.01212 0.19946 -3.13204 -0.23 0.09 0.15
O 1.45889 -0.29522 -1.52939 0.50 0.27 0.13
C -0.36346 -2.35236 0.86160 0.18 0.38 -0.13
C 2.13294 1.16783 -3.38113 0.12 0.19 0.14
C 0.77405 0.24714 -0.37915 0.08 0.35 0.16
C -2.33362 -1.42365 -0.48349 0.66 0.16 -0.25
C -4.93509 -0.41991 1.05603 -0.03 -0.76 0.11
C -0.30065 -2.79094 -5.40967 0.14 -0.01 0.06
C -5.74600 0.09958 -0.13400 -0.44 0.55 0.50
C -1.14584 -6.62993 1.40876 0.01 0.17 0.07
C -5.68465 1.62542 -0.35388 0.35 -0.02 -1.09
C 6.44250 3.90639 -1.50799 0.04 -0.10 -0.15
C 0.18152 0.05111 2.60949 0.08 0.99 -0.57
C -1.35948 -2.52589 -4.35118 -0.21 0.01 0.04
C -4.27665 2.24777 -0.24413 0.03 0.16 1.28
C 0.34601 5.84562 4.59971 -0.02 -0.16 0.08
C -0.45433 -4.29135 -5.63442 -0.09 -0.02 -0.10
C -1.08890 -2.33998 -0.51071 -0.03 -0.64 0.66
C 5.29876 3.24470 -0.75539 -0.09 0.06 0.18
C -0.76833 -4.78443 -4.22859 0.08 0.05 0.14
C -0.01059 -7.63449 1.54089 -0.03 -0.14 -0.07
C 2.11299 6.47319 6.03772 0.04 -0.15 0.04
C 1.76302 2.02677 3.38290 -0.04 0.36 -0.05
C -3.67517 -2.17162 -0.37570 0.38 -0.34 0.03
C 0.63870 6.75560 5.78727 -0.02 0.15 -0.05
C 0.96745 1.24687 2.93814 0.28 -0.94 0.66
C -4.44041 -1.87783 0.91366 0.12 0.43 -0.03
C -4.14789 3.06464 1.07536 -0.22 -0.14 -0.27
C 1.12494 -6.91258 0.82517 0.07 0.11 0.11
C 1.64330 5.94019 3.81157 0.05 0.15 -0.08
C 5.72355 5.04313 -2.22584 -0.02 0.11 0.11
C 0.38440 -6.21630 -0.30699 -0.08 -0.04 -0.14
C 1.09322 0.33014 -2.68562 -0.14 0.02 -0.58
C 4.39117 4.39645 -2.57638 -0.01 -0.10 -0.10
H 5.56653 5.87747 -1.53837 -0.01 0.00 -0.02
H 0.19441 -3.28030 1.02515 0.00 0.01 -0.13
H -1.10365 -1.69174 -3.70156 -0.05 -0.06 0.05
H -4.30930 4.12896 0.89743 0.18 0.02 0.08
H -5.25761 -2.58941 1.05701 -0.09 0.07 -0.18
H 0.69328 -2.57375 -5.00873 -0.02 0.02 0.00
H 5.45790 2.17738 -0.59521 -0.09 -0.02 -0.03
H -4.06205 0.18944 1.29695 -0.08 0.18 -0.22
H -0.26031 -8.55653 1.01028 -0.01 0.00 0.02
H 6.86421 3.21171 -2.23845 0.01 0.00 0.02
H -6.79315 -0.14417 0.07456 0.01 -0.12 -0.22
H -0.44205 -2.19372 -6.30944 -0.02 0.00 0.01
H -3.74295 -2.05363 1.74170 -0.09 -0.11 0.03
H 0.01597 6.55640 6.65822 0.01 -0.02 0.00
H -4.02617 2.87376 -1.09887 -0.11 0.00 -0.04
H -2.21045 -0.74240 0.36957 -0.17 0.04 -0.05
H -2.12925 -7.10118 1.38683 -0.02 0.05 -0.06
H -1.40381 -3.36866 -0.70022 -0.03 0.09 -0.20
H 3.57177 5.11462 -2.62407 -0.04 -0.05 0.04
H -1.12730 -5.90147 2.22751 -0.02 -0.05 0.05
H -0.83177 0.40165 2.37589 -0.07 -0.35 -0.16
H 0.21242 -7.88778 2.57650 0.00 0.02 0.00
H 0.49937 7.80056 5.49984 0.00 0.00 0.02
H -6.39349 2.16570 0.27521 0.12 -0.08 0.23
H 4.59757 -0.80118 2.23620 0.00 -0.05 -0.04
H 2.83865 0.55169 -3.94004 0.02 -0.13 0.17
H -0.52509 6.14496 4.01890 0.02 0.02 -0.01
H 0.28971 -6.86891 -1.18190 0.08 0.00 -0.02
H -0.27455 0.43417 -0.63752 -0.01 -0.12 0.10
H -2.33669 -2.32765 -4.80682 0.03 0.04 -0.05
H 5.13595 3.72130 0.21702 0.06 -0.03 0.02
H 2.64075 7.32452 6.46901 0.06 -0.01 -0.05
H -1.12419 -2.31656 1.65083 0.06 -0.06 0.02
H 0.09610 -0.61414 3.46973 0.12 0.02 0.04
H -4.25526 -1.99277 -1.28163 -0.20 0.03 0.15
H 1.85466 5.03669 3.23890 0.05 0.02 -0.01
H 2.68886 1.79880 -2.68358 0.05 -0.21 0.09
H 0.18958 4.82049 4.94448 -0.01 0.00 -0.03
H 3.29953 0.81116 1.10597 -0.08 0.01 -0.24
H -5.56863 -0.39994 1.94836 0.07 0.21 0.02
H -1.30096 -4.48378 -6.29799 0.01 -0.02 0.01
H -3.45703 -3.24385 -0.38449 -0.04 0.03 -0.05
H 0.15053 -4.99094 -3.66695 0.02 -0.07 -0.05
H 1.63007 6.79209 3.12308 -0.06 -0.03 -0.04
H 6.25495 5.41775 -3.09942 -0.01 -0.02 -0.01
H -3.19393 2.89774 1.57789 0.09 0.25 -0.13
H -1.38666 -5.68344 -4.22272 -0.03 0.02 0.06
H 7.24517 4.23809 -0.85130 -0.02 0.01 0.02
H 1.57430 -6.17208 1.49167 0.01 0.00 -0.02
H 0.42817 -4.76587 -6.06243 0.01 0.00 0.02
H -5.51151 -0.38761 -1.07911 0.32 -0.09 0.13
H 4.41087 -0.97058 -0.13090 -0.14 -0.04 -0.15
H -0.38876 -2.08995 -1.30828 -0.11 0.15 -0.04
H 2.43233 2.73902 3.79996 0.04 0.09 -0.08
H 1.61886 1.81022 -4.09216 -0.05 -0.08 -0.04
H -4.92151 2.75712 1.78182 0.04 -0.07 0.01
H 0.86438 -5.28694 -0.61896 -0.07 0.04 -0.01
H 1.22516 1.21886 -0.13461 -0.05 -0.04 -0.02
H -3.49904 1.48462 -0.17382 -0.18 -0.20 -0.43
H 2.24399 5.61094 6.70059 -0.03 0.04 0.06
H 4.44641 3.86757 -3.53471 0.01 0.06 -0.04
H -2.28097 -0.78809 -1.37295 -0.31 0.00 0.01
H -6.03228 1.80634 -1.37777 -0.16 -0.06 0.09
H 1.91419 -7.57441 0.47117 -0.02 -0.01 -0.02

=====

15
Properties=species:S:1:pos:R:3:forces:R:3 method="wB97M-V/def2-TZVPD" max_force_ha_per_bohr=0.077 relative_energy_kcal_mol=137.51 homo_ha="-0.491 / -0.491" total_charge=+1 gap_ev="6.81 / 6.81"
O -2.02306 1.20784 1.39296 0.49 0.86 -0.12
N -1.30394 2.37171 1.12697 0.61 0.36 -2.49
N 2.04462 -0.76126 -0.65107 0.95 0.66 -0.78
N -0.37278 -1.00192 -0.85007 -2.14 -0.92 -0.42
C -0.57203 -0.07725 -0.02391 2.22 2.97 -0.23
C -1.78660 0.23678 0.62123 -1.31 -3.42 1.54
C 0.86209 -1.39838 -1.26774 3.07 -0.85 -0.18
H 0.88108 -1.64995 -2.38085 0.14 1.12 1.17
H 0.25519 0.64148 0.18172 -0.18 -0.58 0.10
H 3.02725 -1.10881 -0.85497 -2.20 0.39 0.02
H -0.46167 2.18627 0.58559 -0.40 -0.20 -0.07
H -2.44109 -0.66159 0.82884 0.12 1.38 -0.46
H 0.94876 -2.40946 -0.91423 -0.70 -1.28 0.30
H -1.02532 2.96633 1.86237 -0.61 -0.02 2.12
H 1.96750 -0.54180 0.34316 -0.06 -0.49 -0.51